A molecular structure, C31H35Cl3MnN8O, computed with the ωB97M-V functional and the def2-TZVPD basis.

Geometry as XYZ:
```
79
Properties=species:S:1:pos:R:3:mulliken_charge:R:1
Mn -0.480 1.897 1.242 0.2438
N -2.336 6.108 2.828 0.0284
C -1.387 5.293 2.378 -0.3565
N -1.334 4.013 2.597 -0.4269
C -2.339 3.445 3.357 0.6240
N -2.265 2.185 3.696 -1.1888
N -1.139 1.615 3.189 1.0030
C -0.360 0.933 3.949 -0.5956
C 0.921 0.540 3.368 0.8538
C 1.843 -0.259 4.025 -0.9664
C 3.055 -0.526 3.405 -0.4039
C 3.304 0.009 2.150 -0.6655
C 2.333 0.795 1.551 0.2611
N 1.171 1.072 2.145 0.2042
C -3.459 4.252 3.811 0.7108
C -4.548 3.722 4.513 -0.4089
C -5.562 4.553 4.932 -0.8055
C -5.505 5.926 4.664 -0.3988
C -4.445 6.468 3.972 -0.9345
C -3.426 5.622 3.546 0.3133
H -2.272 7.102 2.641 0.2702
H -0.599 5.757 1.797 0.4015
H -0.604 0.747 4.992 0.4677
H 1.609 -0.658 4.998 0.4940
H 3.795 -1.143 3.893 0.4931
H 4.233 -0.172 1.636 0.3413
H 2.495 1.214 0.563 0.2575
H -4.572 2.664 4.717 0.5147
H -6.403 4.149 5.473 0.4345
H -6.303 6.569 5.000 0.4258
H -4.402 7.526 3.761 0.4050
Cl -2.265 2.491 0.294 -0.2816
C 0.058 4.200 -1.318 -0.5892
Cl 0.921 3.361 -0.097 0.0027
H 0.117 5.269 -1.283 0.3600
H -0.476 3.611 -2.036 0.3770
C -2.191 -3.009 -2.241 -1.8853
C -1.116 -3.486 -3.221 1.7283
C -1.622 -3.205 -4.643 -1.8998
C -0.941 -4.999 -3.064 -1.7543
C 0.230 -2.743 -2.989 1.7331
O 0.081 -1.357 -3.284 -0.6159
C 1.367 -3.351 -3.833 -1.0497
C 2.544 -2.410 -4.085 -1.4670
C 3.493 -2.228 -2.931 -0.1512
C 3.849 -0.947 -2.511 -0.0936
C 4.718 -0.754 -1.450 -0.9323
C 5.238 -1.861 -0.793 0.3265
Cl 6.302 -1.632 0.561 -0.1910
C 4.917 -3.149 -1.203 -1.0154
C 4.052 -3.321 -2.267 0.3506
C 0.733 -2.770 -1.532 -1.7071
N 0.076 -1.844 -0.625 1.3699
C 0.063 -0.523 -0.681 -0.3373
N -0.630 -0.046 0.351 0.1601
C -1.000 -1.168 1.029 -0.7037
N -0.594 -2.266 0.460 -1.1427
H -3.165 -3.348 -2.587 0.5649
H -2.226 -1.921 -2.179 0.2603
H -2.044 -3.419 -1.244 0.3125
H -2.497 -3.822 -4.833 0.4815
H -0.895 -3.436 -5.421 0.3141
H -1.949 -2.172 -4.764 0.5526
H -1.914 -5.479 -3.150 0.4893
H -0.539 -5.272 -2.090 0.3353
H -0.302 -5.425 -3.832 0.3688
H -0.286 -1.273 -4.174 0.5226
H 0.974 -3.661 -4.804 0.5974
H 1.702 -4.269 -3.349 0.5046
H 2.164 -1.429 -4.378 0.3312
H 3.101 -2.791 -4.945 0.4765
H 3.449 -0.088 -3.031 0.4671
H 5.010 0.239 -1.146 0.5894
H 5.349 -3.999 -0.699 0.4690
H 3.817 -4.326 -2.587 0.4501
H 1.792 -2.505 -1.521 0.3626
H 0.623 -3.759 -1.086 0.1397
H 0.502 0.034 -1.486 0.6643
H -1.608 -1.161 1.913 0.5588
```

Output
- highest occupied orbital energy (spin up / spin down) (Ha) = -0.482 / -0.482
- spin multiplicity = 6
- E_tot (eV) = -115557.64629
- strongest force on any atom (eV/Å) = 1.03
- charge = +2

=====

C5H4S2 in the gas phase, computed with the ωB97M-V functional and the def2-TZVPD basis.

Geometry as XYZ:
```
11
Properties=species:S:1:pos:R:3:mulliken_charge:R:1
C -2.273 1.787 0.887 -0.4186
C -0.992 1.617 0.463 -0.3533
C 0.250 0.980 0.496 0.3461
C 1.264 1.308 -0.763 -0.5882
S 1.407 -0.645 -1.068 -0.0795
C 0.177 -0.565 0.156 0.1437
S -0.865 -1.728 0.632 -0.2292
H -3.232 2.370 0.528 0.2661
H 0.946 1.379 1.410 0.2775
H 2.362 1.651 -0.753 0.3371
H 0.689 1.804 -1.639 0.2984
```

Output
- highest occupied orbital energy (Ha) = -0.324
- E_tot (eV) = -26914.99594
- strongest force on any atom (eV/Å) = 10.88
- structure (SMILES) = C#C[C@@H]1CSC1=S

=====

11 unconnected molecules or ions with the total composition C54H132Cl6N8, computed with the ωB97M-V functional and the def2-TZVPD basis.

Geometry as XYZ:
```
200
Properties=species:S:1:pos:R:3:mulliken_charge:R:1
C 0.060 -0.029 4.929 -0.4209
C -1.422 -0.418 5.235 0.1711
N -2.183 0.629 5.899 0.0069
C -2.246 1.924 5.100 -1.8519
C -2.531 1.727 3.614 0.7072
C -3.510 0.029 6.014 0.3870
C -4.526 0.972 6.593 -1.7168
H 0.553 0.026 5.908 0.3978
H 0.143 0.892 4.397 -0.4829
H 0.560 -0.735 4.278 0.2507
H -1.882 -0.799 4.333 -0.4290
H -1.435 -1.302 5.868 0.6964
H -2.975 2.547 5.509 0.5138
H -1.339 2.510 5.164 0.3247
H -1.612 1.294 3.173 -0.2722
H -3.386 1.120 3.394 -0.1294
H -2.742 2.694 3.149 0.4683
H -3.378 -0.802 6.725 0.5323
H -3.839 -0.425 5.097 -0.1133
H -5.497 0.570 6.711 0.4777
H -4.626 1.874 6.046 0.3019
H -4.177 1.340 7.551 0.4207
C 3.914 5.347 -4.196 -1.1114
C 2.510 5.015 -4.526 -0.5149
N 2.070 3.762 -3.990 1.1166
C 2.813 2.566 -4.413 -1.3349
C 3.418 1.945 -3.172 0.0891
C 0.639 3.512 -4.131 -0.6578
C 0.098 3.386 -5.557 -1.3503
H 4.588 4.501 -4.393 0.2363
H 4.009 5.621 -3.148 0.1534
H 4.212 6.234 -4.682 0.4848
H 1.940 5.741 -3.926 0.3405
H 2.261 5.144 -5.640 0.2873
H 2.141 1.881 -4.925 0.0417
H 3.563 2.842 -5.167 0.4810
H 2.665 2.103 -2.433 -0.2021
H 3.684 0.958 -3.496 0.0214
H 4.264 2.500 -2.767 0.1664
H 0.037 4.290 -3.618 0.3005
H 0.508 2.586 -3.575 0.3390
H -0.976 3.354 -5.585 0.4425
H 0.460 2.510 -6.116 0.2978
H 0.490 4.238 -6.166 0.3140
C -3.160 -2.811 1.673 -0.5371
C -4.030 -1.624 1.915 2.6574
N -5.086 -1.881 2.877 0.0580
C -5.882 -0.636 2.830 -0.1498
C -7.037 -0.591 3.947 -1.7727
C -5.872 -3.110 2.783 -0.6950
C -6.518 -3.230 1.388 -0.9010
H -2.223 -2.627 1.131 -0.8731
H -3.655 -3.570 1.066 0.1131
H -2.854 -3.201 2.677 0.3963
H -3.399 -0.909 2.405 -1.5392
H -4.442 -1.174 0.965 -0.5040
H -5.099 0.120 3.005 0.0934
H -6.291 -0.419 1.868 0.5438
H -7.479 0.364 4.189 0.3939
H -7.778 -1.260 3.522 0.4089
H -6.602 -0.948 4.850 0.3563
H -6.531 -3.260 3.621 0.5803
H -5.131 -3.954 2.789 0.3512
H -7.078 -2.340 1.014 0.2044
H -7.218 -4.105 1.515 0.4198
H -5.785 -3.493 0.610 0.1514
C 7.074 1.580 0.820 -1.3021
C 5.713 1.463 0.255 0.3818
N 4.753 2.356 0.989 0.3621
C 4.847 3.763 0.631 0.0208
C 4.463 4.673 1.834 -1.4523
C 3.365 1.830 0.881 1.4974
C 3.080 0.687 1.897 -0.9456
H 7.431 2.641 0.765 0.2715
H 7.824 0.913 0.357 0.4208
H 7.079 1.300 1.891 0.3087
H 5.738 1.713 -0.852 -0.0896
H 5.283 0.400 0.232 0.0270
H 4.253 3.940 -0.314 -0.2867
H 5.886 4.001 0.347 0.6690
H 4.890 4.144 2.676 0.4592
H 3.410 4.775 1.977 0.0983
H 4.982 5.623 1.670 0.4137
H 2.761 2.687 1.127 -0.9665
H 3.072 1.624 -0.169 -0.6531
H 2.188 0.159 1.526 0.0931
H 3.904 -0.018 1.864 0.5850
H 2.930 1.099 2.872 0.2234
C -4.272 3.379 -0.061 -1.0258
C -5.244 2.478 -0.930 -0.9929
N -4.576 1.442 -1.730 0.8795
C -5.602 0.438 -2.275 -1.3005
C -5.076 -0.920 -1.827 -0.1502
C -3.782 1.997 -2.879 -0.8712
C -3.104 0.994 -3.827 -0.8518
H -3.872 4.220 -0.665 0.3537
H -3.380 2.791 0.323 0.0118
H -4.760 3.940 0.703 0.5705
H -5.886 1.967 -0.235 0.4517
H -5.818 3.207 -1.550 0.2960
H -6.620 0.635 -1.908 0.5034
H -5.641 0.569 -3.349 0.4271
H -5.814 -1.692 -2.028 0.5495
H -4.125 -1.110 -2.298 0.0749
H -4.833 -0.857 -0.739 -0.2055
H -3.088 2.706 -2.424 0.3862
H -4.510 2.637 -3.361 0.4970
H -3.743 0.225 -4.223 0.3635
H -2.256 0.509 -3.310 -0.0174
H -2.655 1.509 -4.671 0.3249
C 0.771 3.664 2.996 0.1506
C -0.353 4.478 2.200 -0.4049
N 0.260 5.416 1.246 0.6462
C -0.602 6.587 1.059 -0.6254
C -0.479 7.707 2.114 -1.3643
C 0.639 4.800 -0.015 -0.1298
C 1.833 5.487 -0.758 -0.7121
H 1.189 2.971 2.277 -0.9341
H 0.350 2.892 3.677 -0.3166
H 1.524 4.285 3.492 0.4672
H -1.006 3.818 1.720 -0.1042
H -0.934 5.022 2.959 0.5822
H -0.316 7.066 0.157 0.4777
H -1.612 6.300 0.907 0.3701
H 0.541 8.087 2.090 0.2977
H -1.192 8.532 1.909 0.4096
H -0.696 7.299 3.082 0.3074
H -0.218 4.661 -0.653 0.5682
H 0.917 3.726 0.178 -0.6219
H 1.377 6.391 -1.203 0.5363
H 2.067 4.809 -1.671 -0.0099
H 2.755 5.600 -0.143 0.0081
C -0.152 -4.876 5.278 -1.5687
C -0.132 -5.420 3.916 -0.1664
N 1.173 -5.811 3.443 0.2661
C 1.041 -6.768 2.345 0.4696
C 0.686 -8.220 2.754 -1.4443
C 2.060 -4.720 3.119 0.5106
C 3.514 -5.201 3.278 -1.3120
H 0.149 -5.607 6.012 0.3515
H -1.148 -4.539 5.464 0.4540
H 0.569 -4.066 5.434 0.3162
H -0.711 -6.363 3.925 0.3048
H -0.580 -4.656 3.230 0.1742
H 0.215 -6.407 1.612 -0.3634
H 1.904 -6.732 1.738 0.0940
H 0.606 -8.897 1.899 0.3836
H 1.564 -8.533 3.303 0.3704
H -0.198 -8.271 3.402 0.3259
H 1.764 -3.927 3.854 0.0776
H 1.893 -4.197 2.194 -0.2172
H 3.690 -6.094 2.634 0.2512
H 3.672 -5.560 4.271 0.4208
H 4.228 -4.357 3.074 0.3144
C 5.534 -2.451 -5.605 -1.0823
C 4.661 -1.229 -5.790 -0.4708
N 3.215 -1.558 -5.818 0.5611
C 2.762 -2.055 -4.513 -0.5143
C 1.226 -1.865 -4.302 -0.6225
C 2.842 -2.239 -6.993 -0.1561
C 3.205 -1.489 -8.204 -1.5447
H 6.542 -2.103 -5.295 0.4178
H 5.654 -2.928 -6.558 0.2881
H 5.076 -3.202 -4.940 0.1704
H 4.870 -0.487 -4.998 0.0634
H 4.896 -0.684 -6.736 0.5589
H 3.234 -1.508 -3.706 0.3737
H 2.982 -3.143 -4.380 0.1090
H 0.675 -2.369 -5.108 0.4987
H 0.974 -0.829 -4.456 0.1828
H 0.950 -2.224 -3.322 -0.4714
H 3.231 -3.273 -7.125 0.3247
H 1.784 -2.255 -6.891 0.3858
H 2.484 -1.699 -9.010 0.4051
H 3.261 -0.376 -8.081 0.3046
H 4.195 -1.710 -8.576 0.3432
Cl -2.197 -6.771 0.120 -0.2004
C -1.512 -5.453 -0.882 -0.0644
C -0.735 -5.993 -2.073 -0.4925
Cl -0.011 -4.593 -2.842 -0.0416
H -0.846 -4.865 -0.224 -0.1673
H -2.367 -4.800 -1.065 0.3963
H -1.495 -6.429 -2.794 0.2770
H 0.031 -6.653 -1.663 0.3054
Cl 3.487 -5.980 -0.604 -0.1743
C 3.648 -4.641 -1.794 -0.4325
C 3.185 -3.342 -1.113 0.9442
Cl 4.464 -2.779 0.073 -0.2400
H 2.843 -4.896 -2.445 0.1334
H 4.595 -4.644 -2.294 0.4964
H 2.246 -3.516 -0.434 -0.3947
H 2.960 -2.535 -1.816 -0.4331
Cl 0.089 -2.046 0.307 0.2226
C -1.001 -1.210 -0.775 -0.9336
C -1.583 0.071 -0.150 2.0171
Cl -0.305 1.176 0.300 0.3739
H -1.878 -1.832 -1.086 0.2040
H -0.485 -0.968 -1.663 0.4400
H -2.187 -0.006 0.767 -1.4598
H -2.258 0.568 -0.957 -0.8600
```

Output
- highest occupied orbital energy (Ha) = -0.295
- E_tot (eV) = -145189.41117
- strongest force on any atom (eV/Å) = 3.43
- structure (SMILES) = CCN(CC)CC.CCN(CC)CC.CCN(CC)CC.CCN(CC)CC.CCN(CC)CC.CCN(CC)CC.CCN(CC)CC.CCN(CC)CC.ClCCCl.ClCCCl.ClCCCl

=====

A molecular structure, C10H14BClN6O4Zr, computed with the ωB97M-V functional and the def2-TZVPD basis.

Geometry as XYZ:
```
37
Properties=species:S:1:pos:R:3:mulliken_charge:R:1
H -2.862 -2.228 -0.415 0.4384
N -1.028 -1.173 -0.731 -0.0099
B 1.157 -0.298 -1.693 -0.1595
N -0.103 -1.214 -1.760 -0.0700
C -0.467 -2.134 -2.670 -0.0328
Zr -0.496 0.190 1.324 1.0992
H 0.161 -2.308 -3.534 0.4747
C -1.667 -2.703 -2.249 -1.1836
H -2.219 -3.476 -2.748 0.4296
C -1.996 -2.066 -1.039 0.0217
H 1.848 -0.443 -2.659 -0.0050
C 0.097 1.470 2.766 -0.5494
H -0.693 1.993 3.359 0.4523
H 0.375 2.063 1.858 0.3248
H 1.012 1.340 3.403 0.4984
N 1.905 -0.701 -0.386 -0.1457
N 0.659 1.172 -1.555 -0.1001
N 1.236 -0.661 0.842 0.0073
N -0.074 1.584 -0.447 0.1978
C 3.154 -1.113 -0.188 0.0674
C 0.788 2.193 -2.415 0.0128
H 3.816 -1.203 -1.023 0.5284
H 1.339 2.053 -3.334 0.4761
C 3.345 -1.361 1.173 -1.1617
C 0.133 3.307 -1.883 -1.1789
C 2.145 -1.082 1.808 -0.2135
C -0.408 2.888 -0.659 -0.2655
H 4.246 -1.701 1.639 0.4558
H 0.063 4.281 -2.321 0.4539
H 1.859 -1.135 2.851 0.5545
H -0.998 3.445 0.052 0.4859
H -0.456 -0.182 2.982 0.5434
O -4.369 -0.688 1.285 -0.4876
Cl -3.251 -0.158 1.957 1.7698
O -2.644 0.995 1.171 -0.6853
O -3.491 0.250 3.293 -0.4981
O -2.115 -1.196 1.945 -0.5455
```

Output
- highest occupied orbital energy (Ha) = -0.569
- E_tot (eV) = -42180.91319
- strongest force on any atom (eV/Å) = 15.04
- charge = +2

=====

C6H4IN3O in the gas phase, computed with the ωB97M-V functional and the def2-TZVPD basis.

Geometry as XYZ:
```
15
Properties=species:S:1:pos:R:3:mulliken_charge:R:1
C 2.063 -0.408 -0.363 -0.4722
C 1.242 -1.396 0.202 -0.3908
C 1.602 0.860 -0.637 -0.6453
C -0.077 -1.154 0.517 -0.8211
C 0.268 1.129 -0.332 0.2950
C -0.540 0.123 0.242 0.9225
N -0.509 2.251 -0.477 -0.3533
N -1.678 2.009 -0.063 -0.6708
N -1.734 0.759 0.377 0.8336
O -2.907 0.191 0.995 -0.5478
I -3.989 -1.046 -0.145 0.3081
H 3.089 -0.657 -0.588 0.3719
H 1.657 -2.373 0.394 0.3654
H 2.230 1.618 -1.075 0.4232
H -0.717 -1.904 0.954 0.3815
```

Output
- highest occupied orbital energy (spin up / spin down) (Ha) = -0.299 / -0.334
- spin multiplicity = 3
- E_tot (eV) = -20899.54008
- strongest force on any atom (eV/Å) = 5.04

=====

2 unconnected molecules or ions with the total composition C7H13N, computed with the ωB97M-V functional and the def2-TZVPD basis.

Geometry as XYZ:
```
21
Properties=species:S:1:pos:R:3:mulliken_charge:R:1
C -2.449 -1.098 -0.499 -0.8126
C -1.671 -0.923 -1.557 -0.0802
C -0.988 0.324 -1.878 0.1219
C -0.221 0.475 -2.949 -0.8252
H -2.654 -0.327 0.230 0.2545
H -2.924 -2.057 -0.342 0.2632
H -1.506 -1.738 -2.253 0.2570
H -1.122 1.161 -1.200 0.2874
H 0.276 1.405 -3.182 0.2805
H -0.061 -0.338 -3.647 0.2381
C 1.130 -1.707 1.249 -0.1463
N 1.533 -0.666 1.831 -0.5133
C 0.996 0.610 1.331 0.0876
C 1.538 1.771 2.139 -1.2425
H 0.423 -1.716 0.416 0.1040
H 1.523 -2.657 1.606 0.2776
H 1.259 0.706 0.274 0.2878
H -0.095 0.578 1.399 0.1854
H 1.058 2.706 1.842 0.3602
H 1.344 1.613 3.198 0.3105
H 2.612 1.878 1.993 0.3043
```

Output
- highest occupied orbital energy (Ha) = -0.337
- E_tot (eV) = -8957.76029
- strongest force on any atom (eV/Å) = 0.48
- structure (SMILES) = C=CC=C.C=NCC

=====

2 unconnected molecules or ions with the total composition C14H25N2O9, computed with the ωB97M-V functional and the def2-TZVPD basis.

Geometry as XYZ:
```
50
Properties=species:S:1:pos:R:3:mulliken_charge:R:1
O 4.916 -4.772 0.352 -0.6564
O -1.291 -1.240 0.791 -0.8019
O -3.696 3.572 1.869 -0.6681
O 3.452 -2.342 -2.111 -0.7137
O -1.062 -1.906 2.879 -0.7674
O -2.199 1.025 0.369 -0.6447
O -4.612 4.863 -0.170 -0.6635
O -3.907 5.472 -2.632 -0.6266
O -3.106 1.960 -1.923 -0.6033
C 4.372 -4.319 1.348 0.6053
C -0.733 -1.932 1.675 0.3625
C -3.754 2.846 0.875 0.8633
C 3.619 -2.196 -0.905 0.2339
N 4.589 -1.359 -0.508 -0.1437
N 3.364 -3.452 1.314 -0.0815
C 4.846 -4.734 2.720 -1.2260
C -3.439 1.348 1.017 -0.5642
C 4.933 -0.921 0.843 -0.6850
C -2.823 3.909 -4.059 -1.4174
C 0.428 -2.852 1.269 -0.4367
C -4.286 3.475 -0.435 -0.1847
C -3.784 4.073 -2.883 0.3382
C -3.283 3.349 -1.610 -0.0674
C 1.490 -2.104 0.445 -0.8428
C 2.713 -2.971 0.082 0.2008
H -1.873 0.086 0.596 0.4642
H -4.431 5.026 0.784 0.4027
H -4.304 5.570 -1.735 0.3961
H -2.640 1.495 -1.180 0.4195
H 5.112 -0.962 -1.273 0.2694
H 2.960 -3.158 2.188 0.3404
H 5.153 -3.851 3.276 0.3196
H 5.689 -5.414 2.611 0.3363
H 4.033 -5.237 3.239 0.3222
H -3.366 1.094 2.080 0.4210
H -4.251 0.756 0.586 0.2733
H 5.521 -1.692 1.342 0.1832
H 4.027 -0.722 1.418 0.2189
H 5.521 -0.004 0.792 0.3478
H -3.195 4.459 -4.928 0.3710
H -1.833 4.294 -3.797 0.3344
H -2.725 2.855 -4.335 0.3203
H 0.891 -3.264 2.169 0.2986
H 0.043 -3.686 0.678 0.2928
H -5.200 2.942 -0.715 0.3025
H -4.762 3.662 -3.158 0.2601
H -2.321 3.785 -1.313 0.3292
H 1.824 -1.235 1.013 0.1796
H 1.029 -1.752 -0.479 0.3799
H 2.350 -3.838 -0.471 0.4080
```

Output
- highest occupied orbital energy (Ha) = -0.206
- E_tot (eV) = -36334.43726
- strongest force on any atom (eV/Å) = 1.98
- charge = -1

=====

2 unconnected molecules or ions with the total composition CH3NO3P, computed with the ωB97M-V functional and the def2-TZVPD basis.

Geometry as XYZ:
```
9
Properties=species:S:1:pos:R:3:mulliken_charge:R:1
C 1.559 -1.427 0.749 0.0053
N -1.819 -0.284 -0.896 -0.6615
O -1.707 2.329 -0.268 -0.4988
O 2.497 -0.660 0.506 -0.3528
O 0.534 1.049 -0.626 -0.2290
P -1.097 0.977 -0.247 -0.0256
H 1.676 -2.086 1.734 0.1855
H -2.666 -0.136 -0.485 0.2264
H 1.023 0.237 -0.467 0.3504
```

Output
- highest occupied orbital energy (spin up / spin down) (Ha) = -0.053 / -0.149
- spin multiplicity = 3
- E_tot (eV) = -18005.58795
- strongest force on any atom (eV/Å) = 4.80
- charge = -1